(1)
Computed, not measured: a structure of composition C4H5NO2, with the ωB97M-V functional and the def2-TZVPD basis.

Summary:
HOMO-LUMO gap = 10.5 eV
Energy above the lowest of the compared OMol25 structures with the same formula, charge and spin = 1.872 eV
HOMO level = -0.3525 hartree
Total energy = -9812.4425 eV

Last column: Löwdin charge in e.
Cartesian coordinates (Å):
N 0.441 1.261 1.035  0.11
C 0.161 0.240 0.099  -0.35
C -1.173 0.096 -0.621  0.01
C -0.661 -1.026 0.194  -0.17
O 0.311 -1.774 -0.571  0.07
C 1.162 -0.684 -0.550  -0.41
O 2.322 -0.656 -0.827  0.15
H 0.404 2.181 0.611  0.09
H 1.373 1.134 1.419  0.09
H -1.980 0.659 -0.158  0.12
H -1.217 0.018 -1.705  0.12
H -1.117 -1.500 1.052  0.16


(2)
Computed, not measured: the molecule C4H5NO2 at a distorted geometry, with the ωB97M-V functional and the def2-TZVPD basis.

Summary:
SMILES = O=CN1C=CCO1
HOMO-LUMO gap = 9.2 eV
Energy above the lowest of the compared OMol25 structures with the same formula, charge and spin = 3.347 eV
HOMO level = -0.3086 hartree
Total energy = -9810.9674 eV

Last column: Löwdin charge in e.
Cartesian coordinates (Å):
C -1.595 0.173 -0.609  -0.26
C 1.846 0.079 0.149  -0.15
C 1.284 -0.947 1.201  -0.01
C -0.059 -0.907 1.116  -0.05
H -2.395 -0.536 -0.162  0.15
H 2.621 -0.358 -0.561  0.14
H 2.260 0.891 0.743  0.11
H 1.770 -1.547 1.922  0.08
H -0.799 -1.328 1.740  0.11
N -0.420 0.035 0.123  -0.10
O -1.864 0.989 -1.501  0.02
O 0.692 0.543 -0.460  -0.05


(3)
Computed, not measured: the molecule C4H5NO2 at a distorted geometry, with the ωB97M-V functional and the def2-TZVPD basis.

Summary:
HOMO-LUMO gap = 9.1 eV
Energy above the lowest of the compared OMol25 structures with the same formula, charge and spin = 3.861 eV
HOMO level = -0.3311 hartree
Total energy = -9810.4535 eV

Last column: Löwdin charge in e.
Cartesian coordinates (Å):
O -0.202 -2.439 -0.280  0.08
C -0.089 -1.238 -0.150  -0.46
N -0.959 -0.410 0.494  0.08
C -0.724 1.014 0.417  -0.21
C 0.706 1.461 0.177  0.02
O 1.545 0.430 0.411  -0.10
C 1.070 -0.406 -0.668  -0.09
H -1.753 -0.808 0.976  0.15
H -0.826 1.496 1.406  0.13
H -1.421 1.526 -0.257  0.12
H 0.748 0.328 -1.438  0.13
H 1.905 -0.954 -1.088  0.15


(4)
Computed, not measured: the molecule C4H5NO2 at a distorted geometry, with the ωB97M-V functional and the def2-TZVPD basis.

Summary:
HOMO-LUMO gap = 8.4 eV
Energy above the lowest of the compared OMol25 structures with the same formula, charge and spin = 4.438 eV
HOMO level = -0.2870 hartree
Total energy = -9809.8766 eV

Last column: Löwdin charge in e.
Cartesian coordinates (Å):
O -2.346 -1.662 -1.107  -0.06
C -0.640 -1.033 -0.237  -0.01
N -0.545 -0.212 0.760  0.01
C 0.123 1.064 0.611  -0.13
C 1.608 0.825 0.349  -0.23
O 2.089 -0.274 0.236  0.07
C -1.137 -1.461 -1.407  -0.31
H -0.408 -0.657 1.662  0.15
H 0.007 1.675 1.512  0.13
H -0.302 1.614 -0.235  0.14
H 2.226 1.738 0.258  0.12
H -0.676 -1.617 -2.401  0.12


(5)
Computed, not measured: the molecule C4H5NO2, with the ωB97M-V functional and the def2-TZVPD basis.

Summary:
HOMO-LUMO gap (spin up / spin down) = 7.8 / 7.4 eV
Energy above the lowest of the compared OMol25 structures with the same formula, charge and spin = 3.954 eV
HOMO level (spin up / spin down) = -0.3137 / -0.2930 hartree
Total energy = -9810.3608 eV

Last column: Löwdin charge in e.
Cartesian coordinates (Å):
O -0.666 -0.624 -2.883  0.10
C -0.458 0.040 -1.900  -0.18
C -0.800 -0.506 -0.515  -0.34
O -1.603 -1.369 -0.307  0.16
N -0.007 0.066 0.560  -0.21
C 1.213 0.583 0.155  0.02
C -0.244 -0.276 1.805  0.06
H -0.104 1.083 -1.945  0.11
H 1.229 1.530 -0.373  0.06
H 2.040 0.324 0.805  0.06
H -0.899 -1.107 2.024  0.08
H 0.299 0.257 2.573  0.08


(6)
Computed, not measured: the molecule C4H5NO2 at a distorted geometry, with the ωB97M-V functional and the def2-TZVPD basis.

Summary:
SMILES = Cc1coc(O)n1
HOMO-LUMO gap = 9.4 eV
Energy above the lowest of the compared OMol25 structures with the same formula, charge and spin = 1.361 eV
HOMO level = -0.3191 hartree
Total energy = -9812.9541 eV

Last column: Löwdin charge in e.
Cartesian coordinates (Å):
C 0.109 -1.102 1.624  -0.04
C 0.122 -0.214 0.418  -0.31
C 0.768 0.971 0.252  -0.05
O 0.708 1.292 -1.091  0.09
C -0.126 0.401 -1.582  -0.51
O -0.655 0.783 -2.745  0.14
N -0.456 -0.579 -0.802  0.18
H -0.561 -1.954 1.487  0.08
H 1.123 -1.488 1.783  0.08
H -0.173 -0.569 2.538  0.08
H 0.736 1.889 0.800  0.12
H -1.595 0.571 -2.680  0.13